[1]
ORCA calculation (the ωB97M-V functional and the def2-TZVPD basis) on an isolated ion of composition C5H5N2O3 and charge -1.

Results
- energy above the lowest of the compared OMol25 structures with the same formula, charge and spin (kcal per mole) = 64.40
- DFT total energy (Eh) = -528.72439
- charge = -1
- HOMO (Eh) = -0.1597
- orbital gap (eV) = 8.1

Positions of all 15 atoms, in Å:
1 C 0.71615 -0.21211 -0.83006
2 C 0.50286 1.10993 -0.77489
3 C 2.42611 -0.88701 1.49766
4 C 0.26149 -1.10869 0.29467
5 C 0.25995 1.71795 0.52219
6 N -0.74514 -0.42050 1.12713
7 N -0.38526 0.95547 1.34851
8 O 3.32168 -1.60911 1.88621
9 O 2.29740 0.32105 1.44241
10 O 1.26396 -1.70111 1.02520
11 H 1.21478 -0.70915 -1.65209
12 H 0.75715 1.75067 -1.61060
13 H -0.28489 -1.96046 -0.15639
14 H -1.63208 -0.44218 0.62580
15 H -0.38593 1.18517 2.33332



[2]
ORCA calculation (the ωB97M-V functional and the def2-TZVPD basis) on C20H43CuFN2Nb as an isolated structure.

Results
- DFT total energy (Eh) = -2694.22077
- charge = 0
- HOMO (Eh) = -0.2941
- orbital gap (eV) = 5.6

Positions of all 68 atoms, in Å:
1 C 3.63679 5.61412 1.19677
2 C 3.67499 4.45736 1.55563
3 C 3.94997 3.00614 2.06960
4 C 4.11928 1.94598 0.87010
5 C 2.71589 1.35508 0.29637
6 Nb 3.33831 -0.26922 -1.25795
7 N 1.33523 -0.90916 -1.56554
8 N 3.01148 1.23482 -2.76954
9 C 4.08271 -1.79858 -2.78103
10 C 5.20844 -1.13486 -3.65473
11 F 5.69560 -2.04699 -4.67599
12 C 3.69111 -1.63521 0.51999
13 C 2.56526 -2.73431 0.77995
14 C 1.56327 -2.31470 1.97048
15 C 0.18325 -3.10042 1.94769
16 C -0.70003 -2.86430 0.65364
17 C -1.09086 -1.33985 0.46891
18 C -2.20594 -0.81506 1.48084
19 C -3.54929 -0.59932 0.62995
20 C -4.67751 0.02408 1.57411
21 C -5.26721 1.32608 0.87666
22 C -6.55327 0.90426 0.03227
23 C -6.62112 1.51880 -1.43627
24 C -8.10083 2.04046 -1.74599
25 H 3.88535 6.68765 1.01794
26 H 3.16284 2.68122 2.84549
27 H 4.94245 3.03055 2.62625
28 H 4.67433 2.35917 -0.01823
29 H 4.73906 1.08411 1.27781
30 H 2.05773 2.15535 -0.14576
31 H 2.23025 0.79867 1.20015
32 H 5.06689 0.36440 -1.16106
33 H 0.98313 -0.39322 -2.39276
34 H 1.27715 -1.89443 -1.86164
35 H 2.01921 1.50973 -2.64927
36 H 3.53655 2.07353 -2.46885
37 H 4.50749 -2.67072 -2.19542
38 H 3.20112 -2.07213 -3.42792
39 H 4.83166 -0.22366 -4.21002
40 H 6.07580 -0.81157 -3.00198
41 H 3.73058 -0.98034 1.45069
42 H 4.69584 -2.15658 0.40335
43 H 3.10568 -3.65533 1.18203
44 H 2.02216 -3.08388 -0.14292
45 H 2.09046 -2.64252 2.92619
46 H 1.38680 -1.19740 2.01562
47 H -0.42141 -2.70039 2.82802
48 H 0.28122 -4.21088 2.12242
49 H -1.63184 -3.51419 0.63466
50 H -0.11460 -3.16121 -0.27572
51 H -0.16088 -0.71172 0.62038
52 H -1.44395 -1.14026 -0.58578
53 H -1.87842 0.21079 1.83339
54 H -2.35378 -1.46476 2.38896
55 H -3.81326 -1.59754 0.17738
56 H -3.26813 0.15284 -0.17497
57 H -5.46477 -0.75441 1.77308
58 H -4.15751 0.33709 2.53700
59 H -4.52962 1.85767 0.21266
60 H -5.55489 2.05823 1.70131
61 H -7.47444 1.16668 0.62681
62 H -6.54105 -0.23045 -0.04972
63 H -6.35587 0.70409 -2.18482
64 H -5.82922 2.31332 -1.54397
65 H -8.00883 3.05657 -2.22572
66 H -8.72560 2.13981 -0.81169
67 H -8.61134 1.28858 -2.41613
68 Cu 1.83013 1.37236 2.50684



[3]
ORCA calculation (the ωB97M-V functional and the def2-TZVPD basis) on one molecule with the formula C6H6N4O.

Results
- energy above the lowest of the compared OMol25 structures with the same formula, charge and spin (kcal per mole) = 161.84
- DFT total energy (Eh) = -526.26861
- charge = 0
- HOMO (alpha / beta) (Eh) = -0.2743 / -0.2814
- orbital gap (alpha / beta) (eV) = 7.8 / 6.4

Positions of all 17 atoms, in Å:
1 C 2.67850 0.58229 0.03494
2 C 1.50260 -0.11074 0.20610
3 C 2.67668 1.96792 -0.13142
4 C -0.98012 -0.21798 -0.00597
5 C 0.20100 0.48996 0.02170
6 C 0.44147 1.83953 -0.22883
7 N 1.46455 2.52532 -0.17077
8 N -2.23252 0.33507 -0.02116
9 N -2.45657 1.58105 0.32090
10 N -3.28082 -0.47339 -0.47929
11 O -3.62990 1.97550 0.16829
12 H 3.62179 0.06817 0.10543
13 H 1.51882 -1.13687 0.54088
14 H 3.54680 2.59514 -0.20907
15 H -0.95418 -1.29468 -0.05263
16 H -3.50984 -1.20756 0.18387
17 H -4.07374 0.18389 -0.54519



[4]
ORCA calculation (the ωB97M-V functional and the def2-TZVPD basis) on an isolated ion of composition C3H7N2O and charge +1.

Results
- energy above the lowest of the compared OMol25 structures with the same formula, charge and spin (kcal per mole) = 97.36
- DFT total energy (Eh) = -302.88487
- charge = +1
- HOMO (Eh) = -0.5683
- structure (SMILES) = CC[N+](N)=C=O
- orbital gap (eV) = 10.0

Positions of all 13 atoms, in Å:
1 C 1.37042 -0.73897 0.25472
2 C 0.14064 -0.46828 -0.60904
3 N -0.91552 0.46119 -0.07829
4 N -0.42739 1.66634 0.46516
5 C -2.06520 0.05130 -0.32143
6 O -3.06919 -0.47878 -0.52385
7 H 1.79765 0.15168 0.72117
8 H 2.14811 -1.24178 -0.27518
9 H 1.01530 -1.41339 1.02799
10 H 0.63903 -0.04799 -1.66548
11 H -0.54648 -1.33507 -0.80629
12 H 0.62942 1.60373 0.47061
13 H -0.71680 1.79001 1.33990



[5]
ORCA calculation (the ωB97M-V functional and the def2-TZVPD basis) on a 2-piece molecular cluster, C12H17Cl2FN3 overall.

Results
- DFT total energy (Eh) = -1651.64152
- charge = +1
- HOMO (Eh) = -0.4278
- orbital gap (eV) = 7.8

Positions of all 35 atoms, in Å:
1 C -1.55068 0.57440 -1.45730
2 N -0.17667 0.64111 -1.00706
3 C 0.72649 0.84389 -2.12805
4 C 2.08589 1.29164 -1.62730
5 C 2.60914 0.33892 -0.56991
6 N 1.61590 0.14111 0.47436
7 C 2.22326 -0.46033 1.64483
8 C 0.27725 0.35127 0.25589
9 C -0.69057 0.09445 1.29994
10 H -2.25932 0.94303 -0.69245
11 H -1.60056 1.22052 -2.38022
12 H -1.83530 -0.45707 -1.76963
13 H 0.79813 -0.06034 -2.75786
14 H 0.28198 1.63818 -2.74103
15 H 2.80546 1.39588 -2.46287
16 H 1.95490 2.28477 -1.14636
17 H 2.92496 -0.62479 -1.00689
18 H 3.48799 0.78056 -0.08244
19 H 1.73211 -0.15967 2.59079
20 H 2.25422 -1.57158 1.57472
21 H 3.29957 -0.11581 1.63605
22 H -0.31112 -0.52917 2.09344
23 H -1.65936 -0.20359 0.89648
24 Cl -0.22043 4.18084 1.34752
25 C -1.23503 3.92436 2.72253
26 N -1.72832 2.70193 3.02569
27 F -0.89485 1.20452 2.32838
28 C -2.24940 2.57216 4.27083
29 Cl -2.60133 1.03079 4.94583
30 C -2.54420 3.69302 5.05971
31 C -2.20169 4.95498 4.68917
32 C -1.53337 5.04759 3.50974
33 H -3.01716 3.52529 5.96915
34 H -2.38863 5.79610 5.31135
35 H -1.20234 5.97532 3.18074



[6]
ORCA calculation (the ωB97M-V functional and the def2-TZVPD basis) on a 8-piece molecular cluster, C42H52BrFN9 overall.

Results
- DFT total energy (Eh) = -4797.70041
- charge = +1
- HOMO (Eh) = -0.3373
- orbital gap (eV) = 5.4

Positions of all 105 atoms, in Å:
1 C 3.34129 1.10220 -0.40235
2 C 2.78987 1.41280 -1.89030
3 C 1.25280 0.91740 -2.10641
4 F 0.82223 1.43674 -3.39025
5 N 1.12546 -0.56849 -2.00452
6 C 1.40230 -1.57573 -3.03014
7 Br 2.01841 -1.30061 -4.89583
8 C 1.16043 -3.02265 -2.50818
9 N 0.72473 -2.80128 -1.12770
10 C 0.69144 -1.37587 -0.85565
11 C 0.22642 -0.65577 0.52648
12 C -1.24198 -0.03004 0.18535
13 C -2.24606 -1.05865 -0.48338
14 C -3.67940 -0.63414 -0.91302
15 C -4.06881 0.87643 -0.66032
16 C -5.50872 1.41380 -1.11503
17 C -3.07852 1.89898 0.03484
18 C -1.61969 1.46520 0.47736
19 H 2.75350 1.80563 0.30968
20 H 4.48219 1.29414 -0.35085
21 H 3.11463 0.03160 -0.06364
22 H 2.89209 2.55699 -2.04600
23 H 3.48683 0.93702 -2.68701
24 H 0.61319 1.45320 -1.30432
25 H 1.29003 -3.98090 -3.11166
26 H 0.48211 -3.59592 -0.51427
27 H 0.97113 0.12946 0.89016
28 H 0.02045 -1.49634 1.28817
29 H -1.93613 -2.15073 -0.68950
30 H -4.37136 -1.40996 -1.37982
31 H -5.84193 0.78936 -2.02710
32 H -6.21107 1.29380 -0.21064
33 H -5.40182 2.51850 -1.43910
34 H -3.42788 2.97759 0.19398
35 H -0.88596 2.20517 0.97358
36 N -2.75040 0.05754 4.53306
37 C -2.35685 -0.79840 3.53976
38 C -2.04115 -2.00378 4.11935
39 C -2.25775 -1.87178 5.51327
40 C -2.69774 -0.59063 5.73954
41 H -3.03522 1.01464 4.39766
42 H -2.33415 -0.47644 2.50884
43 H -1.69395 -2.88389 3.59727
44 H -2.10897 -2.63044 6.26768
45 H -2.97604 -0.08503 6.65200
46 N -3.03068 2.97700 7.68980
47 C -2.05688 2.91735 6.72771
48 C -1.14993 3.91744 6.97994
49 C -1.58917 4.60212 8.13994
50 C -2.75040 3.99786 8.55753
51 H -3.82857 2.36441 7.75014
52 H -2.09443 2.17186 5.94886
53 H -0.26729 4.13170 6.39505
54 H -1.10857 5.44408 8.61744
55 H -3.39999 4.20687 9.39432
56 N -0.23770 -6.64173 -3.54814
57 C -1.10874 -7.66848 -3.29303
58 C -0.93285 -8.62354 -4.26379
59 C 0.08530 -8.16004 -5.13384
60 C 0.49786 -6.93670 -4.66686
61 H -0.15120 -5.80296 -2.99942
62 H -1.77726 -7.62958 -2.44604
63 H -1.47609 -9.55401 -4.33901
64 H 0.47372 -8.66635 -6.00532
65 H 1.24816 -6.25145 -5.03311
66 N 7.88060 2.21509 2.14631
67 C 6.62804 1.66269 2.12405
68 C 6.75987 0.30538 2.29243
69 C 8.14283 0.02960 2.42692
70 C 8.80968 1.22709 2.33566
71 H 8.08676 3.19574 2.04077
72 H 5.75324 2.28143 1.98930
73 H 5.95009 -0.40953 2.31741
74 H 8.60012 -0.93778 2.57496
75 H 9.86249 1.46058 2.38777
76 N 0.39115 1.97617 -7.09619
77 C 0.24901 0.71286 -7.60564
78 C 0.05462 0.82173 -8.96123
79 C 0.08634 2.20100 -9.28281
80 C 0.29836 2.88923 -8.11290
81 H 0.54141 2.19913 -6.12492
82 H 0.29682 -0.15172 -6.96131
83 H -0.09274 -0.00109 -9.64607
84 H -0.03212 2.64180 -10.26186
85 H 0.38969 3.94699 -7.91651
86 N -2.74128 -1.70493 -10.34653
87 C -3.62643 -2.38044 -11.14360
88 C -3.30906 -3.71622 -11.09256
89 C -2.19485 -3.85243 -10.22830
90 C -1.86824 -2.59540 -9.78072
91 H -2.73386 -0.70796 -10.19855
92 H -4.40266 -1.85367 -11.67807
93 H -3.82298 -4.50762 -11.61828
94 H -1.68809 -4.76878 -9.96241
95 H -1.09112 -2.25830 -9.11101
96 N 0.57581 4.45437 10.98951
97 C 0.18919 4.08586 12.25039
98 C 1.14992 4.51845 13.13214
99 C 2.15035 5.17736 12.37610
100 C 1.76802 5.12488 11.05760
101 H 0.06200 4.26258 10.14244
102 H -0.73302 3.54769 12.41086
103 H 1.13346 4.37720 14.20298
104 H 3.05045 5.63968 12.75445
105 H 2.24086 5.50472 10.16420



Values of max |F|, in order: 1.0; 3.4; 3.0; 5.1; 6.6; 6.2, all in eV/A.